(1)
A structure of composition C31H45BrN5O2Sm at a distorted geometry. Source: the OMol25 dataset; level of theory: ωB97M-V/def2-TZVPD.

```
! wB97M-V def2-TZVPD RIJCOSX def2/J DEFGRID3
* xyz 2 6
O 13.7553 8.6820 11.9377
H 7.1112 10.9972 12.1568
C 14.9326 10.9993 13.6952
H 11.1196 11.9751 12.5740
H 15.9008 7.6416 9.6257
C 7.5367 10.2895 14.5502
C 7.7104 5.9893 11.2970
C 9.0578 6.2597 13.0560
C 15.9698 8.2437 10.5295
H 6.5476 10.6960 14.3885
H 7.3980 7.9546 7.9934
H 12.6876 7.0990 17.0468
H 8.4699 9.8819 11.9107
H 7.5375 12.9323 14.0858
H 14.1566 13.5368 14.9013
O 15.5804 7.3884 11.6724
C 13.3949 12.6770 12.7252
H 12.4664 10.8796 17.4214
C 8.6065 12.5341 14.1297
N 8.0644 5.4988 12.5861
C 12.9693 7.4510 7.4357
H 7.4859 9.2119 14.2682
C 8.2010 10.8880 12.2576
H 13.1954 12.1180 11.7218
H 14.7322 10.2009 16.4019
H 10.9602 5.7206 9.4963
C 14.3805 7.6316 12.2055
C 12.9094 8.6462 8.1104
C 12.3373 9.7711 17.4374
H 14.0067 12.2133 16.0458
H 17.0054 8.4937 10.6387
Br 11.4900 10.5944 9.9241
H 12.6990 7.0525 15.2880
H 14.7054 8.9147 15.1736
N 9.3505 7.2755 12.2875
C 6.6093 6.3253 9.1972
H 12.9427 9.3899 18.2673
H 14.3294 13.2737 12.5902
N 13.8905 6.5549 12.8687
C 11.5311 6.5124 9.0520
H 15.4515 10.8039 14.6147
C 8.3704 7.8160 9.9325
H 7.8103 4.5468 12.9049
C 12.3732 10.7861 13.9845
H 14.7538 8.5019 16.8862
H 9.5245 6.0208 13.9945
C 12.3413 7.6382 16.1605
C 12.0678 8.7528 9.1893
H 12.5660 12.9850 15.4909
H 12.1970 5.6996 12.0758
H 7.7839 10.3213 15.6471
C 10.0479 10.5256 13.8989
C 12.7518 9.1452 16.1461
C 12.0165 9.8148 14.9846
H 13.5584 7.4382 6.5189
C 6.7449 5.5578 10.3286
N 12.4562 6.4499 12.7997
H 9.0551 12.7116 15.1009
H 11.2809 9.5906 17.6382
H 12.5679 13.4276 12.8551
H 10.0110 9.1121 15.6270
H 14.8450 10.0882 13.0895
C 8.4850 7.1294 11.1148
H 6.1301 4.6700 10.4682
H 13.5072 9.4918 7.7049
H 12.1616 5.3424 7.4295
C 8.6332 11.0219 13.7053
C 12.2692 6.3120 7.8931
Sm 11.3630 8.8664 12.3657
H 11.2504 7.4496 16.1744
H 9.1670 13.1758 13.4336
H 5.8069 6.1362 8.4432
C 13.5464 11.7300 13.9136
C 14.2778 9.2085 16.1378
C 13.5806 12.6634 15.1755
C 7.4336 7.4365 8.9642
C 10.6019 9.7368 14.9499
H 8.7261 11.5618 11.5817
H 14.4668 5.7093 12.9469
H 9.0293 8.6748 9.7226
H 12.1050 6.0120 13.6880
H 15.4348 9.1777 10.5309
H 15.6000 11.6927 13.1938
N 11.5347 7.6668 9.7194
C 11.1836 11.1502 13.2956
*
```

HOMO energy (spin up / spin down)   -13.23 / -13.17 eV
Kohn-Sham gap (spin up / spin down)   0.26446 / 0.27490 hartree
E_LUMO (spin up / spin down)   -6.031 / -5.690 eV
Expectation value of S²   8.778
E_tot   -4864.03372 hartree


(2)
A cluster of 4 separate species, H10NO3 in total at a distorted geometry. Source: the OMol25 dataset; level of theory: ωB97M-V/def2-TZVPD.

```
! wB97M-V def2-TZVPD RIJCOSX def2/J DEFGRID3
* xyz 1 1
O -0.9080 0.6230 1.9119
H -0.4468 -1.4112 -0.6154
H -0.6376 1.4531 2.3198
O -0.7228 1.1395 -2.7021
N -0.1106 -0.4345 -0.5676
H -1.7779 0.4188 2.2657
H -0.4129 -0.0872 0.3718
H 0.8894 -0.4913 -0.6958
H -0.6021 0.7585 -3.5769
H 1.6146 -1.6575 2.4478
H -0.4905 0.2139 -1.2886
H -0.5735 2.0859 -2.7082
H 2.5222 -1.4081 1.2377
O 1.6565 -1.2030 1.5999
*
```

HOMO energy   -15.41 eV
Kohn-Sham gap   0.45044 hartree
E_LUMO   -3.156 eV
E_tot   -286.25250 hartree


(3)
An isolated molecule of C4H6 at a distorted geometry. Source: the OMol25 dataset; level of theory: ωB97M-V/def2-TZVPD.

```
! wB97M-V def2-TZVPD RIJCOSX def2/J DEFGRID3
* xyz 0 1
C -1.0660 0.8617 -0.0485
C 2.2002 -0.4784 -0.2422
C 1.1219 -0.4088 0.2978
H -0.1597 -1.3620 -0.2326
H -1.3482 1.5086 0.8019
H -1.9970 0.6281 -0.5696
C -0.3230 -0.4335 0.4047
H -0.4544 1.4815 -0.7133
H -0.8015 -0.8702 1.2800
H 2.8276 -0.9269 -0.9782
*
```

HOMO energy   -9.40 eV
Kohn-Sham gap   0.38385 hartree
E_LUMO   1.046 eV
E_tot   -155.89360 hartree


(4)
A structure of composition C15H68BNO30 at a distorted geometry. Source: the OMol25 dataset; level of theory: ωB97M-V/def2-TZVPD.

```
! wB97M-V def2-TZVPD RIJCOSX def2/J DEFGRID3
* xyz 0 1
C 2.1850 -2.6806 6.1424
H 3.9887 1.9302 -3.6213
H -2.1293 -0.2932 0.9138
O 3.2383 -4.4535 0.7138
O -7.5605 0.0998 0.1602
O -0.8880 -2.5008 3.7909
H -4.1005 -4.5324 2.0525
H -4.6253 -1.6099 -1.6950
H 2.6313 -0.2968 -0.8204
H 1.9550 5.7986 -6.6503
C -1.6098 -0.8562 0.0939
H 0.7469 5.2926 -5.8797
O 1.6816 5.0484 -6.1410
H 1.0814 1.3276 -2.0136
H -4.4042 1.4786 2.9168
H 0.0324 -0.1923 5.1595
H -4.5292 -1.2146 0.1913
O 5.6832 -4.9391 2.9693
C 0.8466 1.8936 -1.1716
C -2.6060 -0.9068 -1.1242
H 3.2832 -4.6298 -0.3520
B 3.9181 -2.7489 4.8990
H 4.1478 1.3551 -1.2673
O -7.1328 -2.7469 0.0711
O 3.6153 2.9451 1.8061
H 3.7584 2.4833 0.9714
C 2.0767 -1.1758 -0.3403
O 0.7399 -0.4742 4.4222
H -3.2520 -3.2420 -3.9463
H -1.9915 -2.1914 -4.2923
H -1.7586 -2.2411 3.4326
H -0.8562 3.1222 -3.3124
H 0.5665 0.9443 1.7513
C -3.9530 -1.6393 -0.7455
C 5.1607 -2.6106 3.0567
H 1.7506 3.9892 -1.5130
H -0.6291 -3.1414 3.1228
O 4.2355 -2.3158 6.2190
H -1.3297 -0.0864 -5.6670
O -3.4395 -1.7687 2.8159
H 1.3547 0.7369 -5.3005
O 5.9085 -2.2193 2.2228
O 4.4754 1.2811 -0.3415
H 2.4438 5.8294 -3.0362
H -1.1998 1.9815 -0.0805
H -3.3261 1.3715 -5.5571
O 3.1957 -1.5312 7.9673
H -1.1941 0.8723 -1.4290
H 0.0752 3.8460 -0.7199
O 4.5994 -4.0424 4.6305
O -4.7755 -4.0107 2.1075
H 2.7829 0.8407 3.9574
H 0.2537 -1.9382 -0.7229
H 4.9404 0.4391 -0.2745
H 3.8434 -5.0918 1.1455
H 3.7222 -0.1714 3.7287
H -1.2463 -1.8981 0.3372
H -0.3266 3.2681 4.8946
O 2.4399 -2.9137 4.8979
H 0.4593 -0.8725 -2.1461
C 3.1988 -2.1712 6.8861
O -4.3508 0.8593 2.1741
H -4.6955 1.1937 1.4096
H -0.0778 4.7174 -3.2315
H 2.4915 -2.1037 -0.5985
H 2.1897 0.6267 -4.2424
H -6.6030 -3.5245 -0.1342
H -3.8038 -2.6602 -0.5431
H 4.5405 0.6919 -3.4194
O 2.9872 5.9552 -3.7891
H 0.1737 -4.1836 0.6644
H -4.4823 2.6048 -0.9763
H 2.3658 -1.2093 1.8270
O 4.4565 -1.8343 3.8044
H -3.2075 3.4296 -1.3540
O -2.2676 -2.9473 -3.8514
H 2.4724 5.3863 -4.4910
O 3.8182 1.2127 -3.1191
O -0.0924 2.9406 4.0159
H -0.1251 2.0407 4.0934
H 0.7858 3.1377 -3.5616
O -0.9841 5.8289 -5.8175
H -3.4865 -0.8324 2.5609
H -7.3929 -0.6739 0.7215
H 2.5335 0.4072 1.0358
C 2.0203 -0.4912 1.0088
H -2.1357 -1.1957 -1.9564
O 3.6174 0.7062 3.5733
H 1.5449 -3.9996 1.0604
C 0.4998 0.0196 1.1552
H -3.5378 1.2156 -4.1808
O -3.8029 2.7944 -1.6789
H 3.6867 2.0994 2.3226
N -0.2930 -0.1901 -0.1343
C 0.0350 3.6607 -3.0594
H -1.0420 6.0987 -4.9152
H 0.0087 -0.4874 1.9850
H -3.8512 -1.7046 3.6500
H -0.3243 -0.5106 -4.8091
C 0.6674 -1.0519 -1.0110
H -2.8901 0.0614 -1.5060
H 0.3390 -1.2140 4.1425
H -6.9402 -2.4929 1.1144
C -0.5065 1.2478 -0.6874
C 0.7445 3.3963 -1.5394
H -1.2531 6.7008 -6.3327
O 1.0939 -2.9657 6.5086
O 1.4405 0.1290 -4.4917
C 5.3137 -3.9533 3.6268
O 0.5845 -3.7296 1.3600
H 1.4169 1.9932 -0.2903
H -7.7859 -0.4221 -0.6124
H -4.1898 -3.1612 2.2071
O -1.0376 -0.8983 -5.1790
O -2.8212 1.4559 -4.7950
*
```

HOMO energy   -9.19 eV
Kohn-Sham gap   0.30293 hartree
E_LUMO   -0.945 eV
E_tot   -2948.99304 hartree


(5)
A cluster of 6 separate species, C5H23N2O5S in total at a distorted geometry. Source: the OMol25 dataset; level of theory: ωB97M-V/def2-TZVPD.

```
! wB97M-V def2-TZVPD RIJCOSX def2/J DEFGRID3
* xyz -1 1
H 0.2308 -1.6134 -2.0857
H 0.7599 0.7572 -0.9610
C -1.1643 -1.0770 0.1892
H 2.8542 -0.6896 -2.7696
H -1.0702 -0.0797 -0.2519
S -3.0145 -0.1417 2.1522
H -3.2410 0.7360 -3.5069
H -3.4913 0.2295 -2.1813
N 0.0207 -1.9321 -0.0428
C 0.8183 -1.4836 -1.1729
O -3.3180 -0.1203 -3.0659
N 2.3926 0.0584 -0.0067
H -1.2603 -1.8041 2.1292
O 0.9250 1.1920 2.8245
O 0.9218 3.1285 -0.3225
H 2.7311 1.0571 -2.3814
H 0.0820 1.5393 2.5102
H -0.5791 -0.2229 2.1620
H 0.5601 -1.8390 0.8096
H 1.2674 -0.5432 3.3046
H 0.4469 3.1037 -1.1369
C 2.1919 0.1046 -2.4420
H 2.9727 -0.7722 0.0558
H 0.5351 -1.8567 3.7272
H -2.0908 -1.4764 -0.2173
O 1.3942 -1.4830 3.5207
C -1.3614 -0.8023 1.6884
H 1.9034 0.1348 0.8788
H -3.8689 0.6459 -0.0638
O -3.4214 1.3045 -0.6174
H -2.5731 1.4195 -0.1833
H 1.6719 -2.1544 -1.3351
C 1.4288 -0.0782 -1.1223
H 1.2002 1.8672 3.4481
H 1.6819 2.5357 -0.3113
H 1.4636 0.3560 -3.2225
*
```

HOMO energy   -3.27 eV
Kohn-Sham gap   0.22340 hartree
E_LUMO   2.809 eV
E_tot   -1088.23972 hartree


(6)
A cluster of 2 separate species, C2H5IN2OS in total at a distorted geometry. Source: the OMol25 dataset; level of theory: ωB97M-V/def2-TZVPD.

```
! wB97M-V def2-TZVPD RIJCOSX def2/J DEFGRID3
* xyz 0 1
N -2.1159 1.4865 -0.9366
O 0.8891 -1.9579 -0.2817
H 0.2935 -2.0754 0.3898
S -0.5566 -0.7086 1.8812
H -1.9843 2.3996 -0.5670
C 0.6417 0.0350 1.0293
H 1.0809 0.9259 1.2947
H -1.2454 0.9994 -0.9346
I -3.3356 0.2150 0.1727
N 2.3406 -0.1132 -0.6230
H 2.6416 -0.5359 -1.3889
C 1.3502 -0.6704 -0.0360
*
```

HOMO energy   -9.21 eV
Kohn-Sham gap   0.28009 hartree
E_LUMO   -1.589 eV
E_tot   -959.75998 hartree